No. 1
Here is a structure of composition C24H34IN2P2S2Ti from the Open Molecules 2025 dataset. Energies are from ωB97M-V with the def2-TZVPD basis set.

Summary:
Multiplicity ... 3
LUMO level (spin up / spin down) ... -3.098 / -3.439 eV
Net charge ... +1
Frontier orbital gap (spin up / spin down) ... 0.2347 / 0.2797 hartree
Electronic energy ... -3670.6249 Eh

```
66
Properties=species:S:1:pos:R:3:forces:R:3
Ti -1.8855 0.5892 1.6129 0.30 0.85 -0.59
C -1.9035 1.6798 5.3006 -0.02 -0.02 -0.07
P -1.9034 0.2824 4.1438 0.06 -0.22 0.38
C -0.6277 -0.8264 4.8296 -0.03 0.06 -0.02
C -3.4697 -0.5997 4.5225 0.07 -0.01 -0.01
C -3.6253 -1.8303 3.6253 0.03 0.07 -0.04
P -3.4319 -1.3765 1.8570 -0.49 -0.09 0.18
C -3.4552 -2.9655 0.9887 0.09 0.07 -0.05
C -5.0363 -0.6164 1.4230 0.04 -0.15 0.02
H -0.9597 2.2184 5.2302 0.02 0.00 -0.02
H -2.0376 1.3142 6.3184 0.00 0.03 0.04
H -2.7064 2.3661 5.0399 -0.03 0.02 0.00
H -0.8820 -1.1279 5.8461 0.01 0.00 0.02
H 0.3242 -0.2953 4.8415 0.02 -0.01 -0.01
H -0.5044 -1.7077 4.2031 0.00 -0.04 -0.01
H -4.2827 0.1099 4.3582 -0.06 0.02 -0.02
H -3.4870 -0.8751 5.5774 -0.03 -0.03 0.06
H -4.5910 -2.3140 3.7699 -0.07 -0.04 0.04
H -2.8562 -2.5702 3.8551 0.03 -0.04 0.02
H -4.3535 -3.5142 1.2697 -0.02 -0.06 -0.02
H -2.5738 -3.5501 1.2472 0.02 -0.01 0.01
H -3.4534 -2.7927 -0.0864 0.00 0.01 -0.02
H -5.8552 -1.2850 1.6899 -0.04 -0.02 -0.01
H -5.0597 -0.4288 0.3505 0.00 0.01 -0.05
H -5.1636 0.3380 1.9285 0.01 0.06 0.05
S -1.7809 0.1656 -0.7296 0.12 -0.20 -0.07
C -0.0936 0.3538 -1.1096 0.05 -0.02 0.14
N 0.2850 0.6175 -2.3727 0.01 -0.04 -0.24
C 1.6969 0.8548 -2.6593 -0.14 0.04 -0.01
C 2.5308 -0.0864 -1.8352 -0.01 -0.01 0.16
N 2.1949 0.0919 -0.4256 0.20 -0.02 -0.01
C 3.3275 0.1675 0.5084 -0.08 0.08 -0.11
C 4.1462 1.4167 0.2716 -0.05 0.01 -0.03
C 3.5655 2.6664 0.4809 0.00 0.02 -0.02
C 4.2906 3.8231 0.2418 0.01 0.00 0.00
C 5.6052 3.7418 -0.2067 -0.01 -0.03 0.00
C 6.1904 2.5013 -0.4113 -0.04 0.00 0.01
C 5.4595 1.3415 -0.1749 0.00 -0.01 0.02
C 0.8966 0.2298 -0.0874 -0.09 0.05 -0.05
S 0.4336 0.2567 1.5984 0.05 -0.02 -0.04
C -0.6207 0.6431 -3.5292 0.13 -0.02 0.05
C -0.3992 -0.5495 -4.4308 0.03 0.01 0.04
C -0.6221 -1.8365 -3.9455 0.01 -0.05 0.00
C -0.4019 -2.9382 -4.7577 0.01 0.03 -0.02
C 0.0425 -2.7638 -6.0652 -0.01 -0.01 0.03
C 0.2617 -1.4860 -6.5546 0.00 0.03 0.03
C 0.0437 -0.3819 -5.7364 -0.01 -0.02 -0.03
H 1.9581 1.8911 -2.4270 -0.02 0.04 -0.01
H 1.8684 0.6771 -3.7190 -0.03 -0.01 -0.03
H 3.5867 0.1343 -1.9698 0.05 0.01 0.03
H 2.3427 -1.1195 -2.1385 0.00 -0.06 0.02
H 3.9445 -0.7218 0.3745 0.01 -0.05 -0.05
H 2.9387 0.1498 1.5196 -0.06 -0.02 0.08
H 2.5409 2.7305 0.8356 0.03 0.00 -0.01
H 3.8344 4.7910 0.4103 0.02 -0.04 -0.01
H 6.1716 4.6459 -0.3933 -0.02 -0.04 0.01
H 7.2147 2.4331 -0.7565 -0.04 0.00 0.01
H 5.9188 0.3701 -0.3314 -0.02 0.05 0.00
H -0.4362 1.5670 -4.0789 0.03 0.04 0.00
H -1.6408 0.6762 -3.1653 -0.08 0.00 0.05
H -0.9758 -1.9714 -2.9271 0.02 0.01 -0.05
H -0.5816 -3.9355 -4.3760 0.01 0.02 -0.01
H 0.2143 -3.6245 -6.7000 -0.01 0.04 0.03
H 0.6042 -1.3447 -7.5722 -0.01 0.00 0.04
H 0.2124 0.6184 -6.1224 0.00 -0.04 0.01
I -2.9873 2.9815 1.7255 0.05 -0.25 0.12
```
Positions in Å, forces in eV/Å.

Here are the Mulliken charges for atoms 1 to 5, given in e: atom 1 (Ti): -0.506, atom 2 (C): -1.272, atom 3 (P): 0.927, atom 4 (C): -1.375, atom 5 (C): -0.965

***

No. 2
Here is a structure of composition C12H26Br8O4 from the Open Molecules 2025 dataset. Energies are from ωB97M-V with the def2-TZVPD basis set.

Summary:
Multiplicity ... 1
LUMO level ... 0.228 eV
Frontier orbital gap ... 0.3500 hartree
Electronic energy ... -21365.7662 Eh

```
50
Properties=species:S:1:pos:R:3:forces:R:3
C -0.2865 -2.1259 -1.5521 -0.06 -0.40 -0.96
O -0.7401 -1.4597 -0.3954 0.27 -0.28 0.00
C -1.5132 -2.3747 0.3165 -2.29 -0.59 0.81
C -1.7974 -1.9493 1.7283 0.21 0.88 0.01
O -0.6282 -2.1583 2.4519 0.22 -0.28 1.00
C -0.8708 -1.9031 3.8055 0.96 1.01 0.74
H 0.0468 -3.1234 -1.2171 0.56 0.33 -0.53
H 0.4941 -1.5481 -2.1187 -0.75 -0.57 0.85
H -1.1450 -2.3307 -2.2290 0.38 0.28 0.11
H -1.1315 -3.4219 0.3323 0.40 0.75 0.03
H -2.5496 -2.5175 -0.0640 0.44 0.36 -0.81
H -2.6408 -2.5354 2.1472 0.28 0.05 -0.22
H -2.0475 -0.8627 1.8492 -0.18 -0.67 -0.58
H -1.2060 -0.8696 4.0147 0.07 -0.09 -0.42
H 0.0626 -2.0263 4.3509 0.08 -0.13 -0.04
H -1.6088 -2.5351 4.2606 -0.56 -0.75 0.00
C 2.1558 0.1547 2.3728 -0.34 0.62 0.56
O 2.8150 0.2069 1.1498 0.32 0.65 0.10
C 2.8963 -1.0127 0.5019 0.63 -0.40 -0.47
C 4.0959 -0.9690 -0.4197 -1.05 -0.33 -0.17
O 5.2610 -1.1671 0.2948 1.27 0.76 0.65
C 5.8681 0.0978 0.5091 0.15 -0.05 0.65
H 2.5162 -0.7036 2.9454 0.13 0.13 0.34
H 1.0759 -0.0023 2.2333 0.02 0.23 0.11
H 2.3745 1.1270 2.8812 -0.38 -0.93 -0.20
H 1.9908 -1.2290 -0.0365 -0.73 -0.10 -0.50
H 3.0495 -1.8610 1.1845 0.03 0.19 0.18
H 4.1590 -0.0291 -0.9804 -0.36 -0.16 -0.11
H 4.0023 -1.8014 -1.0873 -0.10 -0.48 -0.79
H 6.2153 0.5255 -0.4049 0.37 0.17 -1.05
H 6.7278 -0.0050 1.1538 0.13 -0.24 0.32
H 5.1779 0.8314 0.9187 -0.18 -0.13 0.35
C 0.5578 1.2514 -1.4727 -0.53 0.10 1.25
Br 1.6718 0.8293 -2.9047 0.64 -0.22 -0.90
Br -1.2661 1.5034 -1.9661 -0.56 0.00 -0.29
Br 1.1709 2.7565 -0.4822 0.27 0.62 0.18
H 0.5400 0.4572 -0.7440 0.11 -0.37 -0.11
C -2.1573 2.1977 -5.2806 0.17 0.04 0.59
Br -2.6499 1.5664 -6.9929 0.11 0.15 -0.73
Br -3.6693 2.8734 -4.3334 -0.43 0.08 0.26
Br -0.7061 3.4501 -5.1194 0.08 0.04 -0.55
H -1.8179 1.3243 -4.7644 0.09 -0.26 0.36
Br -2.5468 2.1070 1.7536 -0.16 0.02 0.00
C -4.2468 2.0031 0.7747 0.19 -0.14 0.47
C -4.4090 3.2945 0.0478 -0.74 1.23 0.00
Br -5.8980 3.3163 -1.2746 0.09 -0.24 0.65
H -5.0146 1.8366 1.5268 0.00 0.13 -0.09
H -4.1671 1.1286 0.1635 0.06 -0.32 -0.53
H -3.6134 3.5804 -0.6203 0.60 -0.19 0.27
H -4.5975 4.1024 0.7912 0.05 -0.47 -0.80
```
Positions in Å, forces in eV/Å.

Here are the Mulliken charges for atoms 1 to 5, given in e: atom 1 (C): -0.720, atom 2 (O): 0.132, atom 3 (C): -0.766, atom 4 (C): -0.161, atom 5 (O): -0.327

***

No. 3
Here is a structure of composition C16H20NORhSe from the Open Molecules 2025 dataset. Energies are from ωB97M-V with the def2-TZVPD basis set.

Summary:
Multiplicity ... 5
LUMO level (spin up / spin down) ... 5.048 / 4.120 eV
Net charge ... -2
Frontier orbital gap (spin up / spin down) ... 0.1041 / 0.1897 hartree
Electronic energy ... -3263.3420 Eh

```
40
Properties=species:S:1:pos:R:3:forces:R:3
Rh 0.6790 0.8443 0.5923 -0.46 3.10 -7.45
C -2.8653 0.0193 -1.1010 -0.19 -0.97 1.93
C -2.1229 -0.3957 -2.2473 0.18 -0.67 0.53
C -1.4782 -1.6333 -1.9289 -0.32 -0.71 1.67
H -2.0655 0.1243 -3.1964 0.08 -0.02 0.20
C -1.8013 -1.9616 -0.5783 1.16 -0.18 -2.81
C -2.6463 -0.9306 -0.0654 -1.38 2.46 -1.56
H -3.0511 -0.8651 0.9402 0.09 0.03 -0.23
H -3.4601 0.9265 -1.0077 0.36 -0.26 0.02
H -0.8444 -2.2118 -2.5898 0.01 0.14 0.13
H -1.4395 -2.8268 -0.0324 -0.02 0.13 -0.09
C 1.0994 1.3179 2.4943 0.26 -0.09 2.15
C -0.2441 0.8140 2.3810 -0.96 0.19 2.14
C -0.1727 -0.5008 1.8345 -0.58 -1.37 1.20
H -1.1843 1.3398 2.5887 0.57 -0.16 -0.02
C 1.1970 -0.8210 1.5791 0.46 -2.27 1.24
C 1.9830 0.2755 2.0427 1.26 -0.14 0.89
H 3.0626 0.3177 2.0040 0.03 0.09 0.06
H 1.4119 2.3096 2.7975 -0.14 -0.13 0.10
H -0.9959 -1.1762 1.6798 -0.04 0.07 0.04
H 1.5530 -1.7902 1.2270 -0.01 0.34 0.14
O 0.3566 1.4022 -1.7924 -1.02 -0.26 0.14
C 3.0263 -2.7751 -1.0641 -0.16 0.53 -1.20
C 2.8633 -2.0140 -2.1786 0.43 -0.31 0.94
C 2.0441 -3.9075 -0.7784 -0.05 0.32 0.03
C 4.1526 -2.4488 -0.0921 -0.16 0.12 -0.14
C 1.2104 0.8233 -2.5182 1.07 -0.34 -0.22
H 2.0455 -2.1755 -2.8771 0.11 -0.04 0.16
H 3.5319 -1.1681 -2.4164 -0.45 -0.50 0.26
H 2.2709 1.0102 -2.2282 -0.16 -0.52 -0.74
H 0.9278 0.1578 -3.3718 0.37 0.29 0.38
H 2.4631 -4.9247 -0.8244 0.17 0.27 0.06
H 1.2032 -3.8702 -1.4733 0.19 0.04 -0.25
H 1.5585 -3.7892 0.1924 0.27 0.00 0.25
H 5.0491 -3.0798 -0.2081 -0.30 -0.05 -0.02
H 3.8429 -2.4908 0.9536 -0.16 -0.23 0.01
H 4.4612 -1.4110 -0.2408 0.03 -0.09 -0.15
Se -2.9660 3.2651 0.7711 -1.33 0.30 0.35
C -1.2376 3.1128 0.4314 3.82 -0.30 -0.96
N -0.0770 2.9738 0.1975 -3.03 1.17 0.82
```
Positions in Å, forces in eV/Å.

Here are the Mulliken charges for atoms 1 to 5, given in e: atom 1 (Rh): 0.685, atom 2 (C): -0.405, atom 3 (C): -0.462, atom 4 (C): -0.310, atom 5 (H): 0.365

***

No. 4
Here is a structure of composition C5H11O3Sm from the Open Molecules 2025 dataset. Energies are from ωB97M-V with the def2-TZVPD basis set.

Summary:
Multiplicity ... 7
LUMO level (spin up / spin down) ... -4.147 / -4.123 eV
Net charge ... +1
Frontier orbital gap (spin up / spin down) ... 0.2244 / 0.2268 hartree
Electronic energy ... -1080.5160 Eh

```
20
Properties=species:S:1:pos:R:3:forces:R:3
O -0.6988 -0.0598 0.9297 -1.02 -1.02 1.35
H -1.0074 -0.7491 1.5881 0.11 1.20 -0.93
C 2.0240 2.4319 -0.7166 0.08 0.46 -0.04
O 1.1181 1.5571 -0.0457 -0.11 0.57 0.19
C -0.1154 2.1589 0.3573 -0.21 0.32 0.05
C -0.7192 1.2832 1.4305 -0.33 0.26 0.40
H 2.7251 1.8072 -1.2792 -0.06 0.20 0.04
H 1.4675 3.0882 -1.3981 0.25 -0.16 0.06
H 2.5678 3.0287 0.0256 -0.08 -0.06 -0.24
H -0.7697 2.2323 -0.5232 0.07 0.03 0.21
H 0.0696 3.1634 0.7596 -0.09 -0.18 -0.07
H -1.7549 1.5888 1.6195 0.24 0.02 0.03
H -0.1395 1.3397 2.3610 -0.12 0.04 -0.18
C -1.3451 -3.6621 -1.4362 0.14 -0.22 0.56
C -0.7212 -3.6632 -0.2323 -0.20 -0.02 -0.54
O 0.3798 -2.9754 0.0499 0.68 1.11 -0.10
Sm 1.1581 -0.7913 -0.2081 0.77 -3.28 -0.85
H -0.7975 -3.4138 -2.3505 -0.36 0.47 0.31
H -2.3656 -4.0404 -1.5056 0.51 -0.31 -0.17
H -1.0757 -4.3241 0.5744 -0.27 0.57 -0.06
```
Positions in Å, forces in eV/Å.

Here are the Mulliken charges for atoms 1 to 5, given in e: atom 1 (O): -0.479, atom 2 (H): 0.356, atom 3 (C): -0.732, atom 4 (O): -0.364, atom 5 (C): -0.430

***

No. 5
Here is the ion C6H15N2 with charge +1 from the Open Molecules 2025 dataset. Energies are from ωB97M-V with the def2-TZVPD basis set.

Summary:
Multiplicity ... 1
LUMO level ... -2.967 eV
Net charge ... +1
Frontier orbital gap ... 0.3785 hartree
Electronic energy ... -346.7943 Eh

```
23
Properties=species:S:1:pos:R:3:forces:R:3
C 0.9530 2.0867 -1.3644 -0.23 -0.24 0.64
C -0.0540 1.1426 -0.8028 -3.36 0.77 -2.89
C 0.1320 0.9107 0.6731 -0.54 -0.88 0.69
C -0.7303 -0.1569 1.2227 -0.25 -2.68 -0.79
C -1.7911 -0.0305 2.0142 1.03 -0.35 -0.59
C 0.8391 -2.3152 0.7635 -2.92 0.61 2.34
N -0.4106 -1.5433 0.5478 1.12 4.34 -0.50
N 0.0285 -0.1762 -1.7428 -0.64 1.25 -1.42
H 1.0351 3.0451 -0.8957 -0.97 0.93 -0.20
H 1.8968 1.7478 -1.1043 2.18 -1.29 0.42
H 0.9224 2.0342 -2.4158 -0.21 0.95 -1.35
H -1.1698 1.5049 -1.1709 2.65 -0.62 1.79
H 1.1443 0.5916 0.8924 0.57 0.23 -0.21
H -0.0678 1.7743 1.3129 0.15 0.39 -0.69
H -2.3075 -0.8634 2.3897 -0.55 -1.33 0.15
H -2.2245 0.8601 2.3873 0.24 1.17 0.05
H 1.5660 -1.6140 0.9855 1.86 1.08 0.47
H 1.0128 -2.7709 -0.1479 0.77 -1.56 -1.40
H 0.6342 -2.9468 1.6447 0.76 -0.21 -0.66
H -1.1924 -2.0781 0.6861 -2.27 -1.77 0.28
H 0.7292 0.0508 -2.5654 -0.75 -1.34 2.66
H -0.8359 -0.2194 -2.3747 1.01 0.07 1.66
H -0.1095 -1.0340 -0.9353 0.32 0.48 -0.42
```
Positions in Å, forces in eV/Å.

Here are the Mulliken charges for atoms 1 to 5, given in e: atom 1 (C): -1.828, atom 2 (C): 0.624, atom 3 (C): -0.927, atom 4 (C): 0.687, atom 5 (C): -1.207

***

No. 6
Here is an isolated molecule of C3H8N2O2S from the Open Molecules 2025 dataset. Energies are from ωB97M-V with the def2-TZVPD basis set.

Summary:
Multiplicity ... 1
LUMO level ... 0.639 eV
Frontier orbital gap ... 0.3610 hartree
Electronic energy ... -777.2372 Eh

```
16
Properties=species:S:1:pos:R:3:forces:R:3
C -2.6141 0.8518 0.3737 -0.46 0.41 0.69
C -1.7473 -0.2960 0.8296 1.09 -0.02 0.22
C 1.1664 0.7795 -0.1330 -0.56 0.07 -0.28
H -3.3114 0.6159 -0.4282 0.23 -0.29 -0.13
H -3.2323 1.2246 1.1864 -0.02 0.10 0.26
H -1.9815 1.6826 0.0719 0.00 0.08 -0.17
H -2.2355 -1.1254 1.3493 -0.32 0.03 -0.45
H -0.9497 0.0098 1.5585 -0.71 0.06 -0.62
H -0.2224 1.0166 -1.5535 -0.40 1.21 -0.76
H 2.6985 0.2290 0.9829 -1.38 -0.18 -0.09
H 1.2659 -1.9691 0.7220 1.40 1.12 -1.21
N 0.1559 0.3344 -0.9633 0.65 -1.26 0.86
N 1.7422 -0.1150 0.7327 1.79 -0.44 0.58
O 1.5047 1.9275 -0.0724 0.22 1.41 -0.33
O 1.9326 -1.3987 0.2107 -1.29 -1.75 1.13
S -0.8530 -0.9664 -0.6127 -0.24 -0.56 0.31
```
Positions in Å, forces in eV/Å.

Here are the Mulliken charges for atoms 1 to 5, given in e: atom 1 (C): -1.103, atom 2 (C): -0.338, atom 3 (C): 0.414, atom 4 (H): 0.299, atom 5 (H): 0.354

***

Relative energy (zero: lowest compared OMol25 entry of this formula, charge and spin), record by record: 0.197, 0.000, 0.000, 0.000, 3.217, 1.145 eV